# C39H50F5KN7O3P

C39H50F5KN7O3P as an isolated structure (the ωB97M-V functional and the def2-TZVPD basis, the Open Molecules 2025 dataset).

Each line ends with the Mulliken charge.
Positions of all 106 atoms, in Å:
K1 0.63 1.75 -0.26  0.821
O1 -1.49 5.86 1.66  -0.781
C1 -1.20 4.74 1.25  -0.371
N1 -0.57 4.37 0.13  0.025
C2 -0.51 5.13 -0.97  -0.222
O2 -1.40 5.80 -1.50  -0.723
C3 0.84 5.08 -1.70  0.477
C4 1.11 6.05 -2.66  -0.575
C5 2.34 6.04 -3.29  -0.285
C6 3.25 5.05 -2.97  -1.214
C7 2.89 4.11 -2.01  -0.159
N2 1.72 4.13 -1.38  0.232
C8 -1.56 3.56 2.17  0.248
C9 -2.41 3.79 3.24  -0.303
C10 -2.78 2.72 4.04  -0.530
C11 -2.28 1.46 3.75  -1.111
C12 -1.42 1.33 2.67  -0.875
N3 -1.07 2.35 1.89  0.692
H1 0.34 6.78 -2.87  0.461
H2 2.58 6.79 -4.04  0.375
H3 4.21 4.97 -3.46  0.441
H4 3.56 3.29 -1.77  0.572
H5 -2.75 4.80 3.41  0.466
H6 -3.46 2.87 4.87  0.372
H7 -2.55 0.59 4.33  0.476
H8 -1.00 0.37 2.40  1.120
N4 2.61 -0.15 3.39  0.034
C13 1.72 -0.27 4.43  -0.228
C14 1.50 1.00 4.86  -0.585
N5 2.23 1.90 4.12  -0.660
C15 2.88 1.17 3.25  0.345
C16 3.82 1.68 2.24  0.260
N6 3.73 2.83 1.63  -0.581
C17 4.82 2.87 0.78  -0.433
C18 5.54 1.73 0.88  -0.492
N7 4.89 0.96 1.81  0.064
H9 2.86 -0.88 2.74  0.366
H10 1.31 -1.22 4.72  0.356
H11 0.84 1.32 5.65  0.457
H12 4.96 3.70 0.10  0.564
H13 6.41 1.37 0.36  0.441
H14 5.17 0.06 2.14  0.218
C19 -5.61 -1.24 0.01  -0.781
C20 -4.89 -1.91 1.20  -1.102
C21 -3.38 -1.65 1.16  -0.077
C22 -2.80 -1.69 -0.27  0.420
C23 -3.45 -0.52 -1.06  -0.826
C24 -4.80 -0.05 -0.49  -0.962
P1 -0.93 -1.37 -0.16  0.442
C25 -0.40 -2.87 0.84  0.051
C26 -0.10 -2.50 2.29  0.489
C27 0.74 -3.59 2.97  -0.638
C28 0.33 -5.01 2.54  -0.949
C29 -1.11 -5.02 2.05  -0.865
C30 -1.24 -4.18 0.77  -0.512
C31 -0.40 -1.88 -1.87  0.197
C32 -1.05 -3.13 -2.53  -0.825
C33 -1.90 -2.77 -3.75  -0.578
C34 -1.07 -2.06 -4.83  -0.852
C35 0.00 -1.14 -4.23  -0.870
C36 -0.37 -0.68 -2.83  0.568
H15 -6.62 -0.95 0.29  0.429
H16 -5.71 -1.96 -0.81  0.335
H17 -5.07 -2.99 1.19  0.314
H18 -5.30 -1.53 2.14  0.492
H19 -2.88 -2.37 1.81  -0.166
H20 -3.16 -0.67 1.59  -0.093
H21 -3.10 -2.63 -0.74  0.876
H22 -3.59 -0.81 -2.10  0.143
H23 -2.77 0.34 -1.07  -0.101
H24 -5.35 0.50 -1.25  0.507
H25 -4.64 0.64 0.34  0.285
H26 0.58 -3.10 0.39  0.531
H27 -1.03 -2.35 2.84  0.084
H28 0.43 -1.55 2.29  -1.108
H29 0.65 -3.51 4.06  0.577
H30 1.80 -3.42 2.73  0.062
H31 0.48 -5.72 3.36  0.478
H32 0.98 -5.35 1.73  0.352
H33 -1.77 -4.64 2.83  0.274
H34 -1.44 -6.05 1.85  0.552
H35 -2.29 -3.97 0.59  0.047
H36 -0.89 -4.78 -0.07  0.319
H37 0.66 -2.11 -1.70  0.196
H38 -1.65 -3.69 -1.82  0.235
H39 -0.25 -3.81 -2.86  0.480
H40 -2.72 -2.12 -3.43  -0.055
H41 -2.37 -3.67 -4.16  0.523
H42 -1.74 -1.49 -5.48  0.345
H43 -0.60 -2.81 -5.47  0.310
H44 0.18 -0.28 -4.88  0.443
H45 0.97 -1.64 -4.16  0.350
H46 -1.34 -0.16 -2.85  0.144
H47 0.38 0.03 -2.48  -0.690
C37 2.46 -1.33 0.02  -0.635
O3 1.24 -0.71 0.13  0.057
H48 2.41 -2.30 -0.52  0.257
H49 2.91 -1.59 1.01  0.031
H50 3.21 -0.74 -0.53  -0.248
F1 3.79 1.01 -1.99  -0.157
C38 3.12 0.55 -3.18  -0.582
F2 2.23 1.64 -3.44  -0.304
C39 4.21 0.82 -4.23  0.906
F3 5.27 0.00 -4.08  -0.305
F4 4.73 2.09 -4.23  -0.277
F5 3.74 0.62 -5.48  -0.299

Computed properties:
2S+1 = 1
E_LUMO = 3.869 eV
F_max = 0.8 eV/Å
Charge = -2